Entry 1:
{
  "formula": "C35H38FN3O3SiTl",
  "method": "ωB97M-V/def2-TZVPD",
  "de_lowest_ev": 0.0887,
  "orbital_gap_ev": 3.51,
  "homo_ev": -6.60,
  "total_charge": 1,
  "elements": ["C", "C", "C", "H", "C", "C", "H", "H", "H", "H", "Tl", "C", "H", "H", "H", "Si", "C", "C", "H", "C", "H", "C", "H", "C", "H", "C", "H", "C", "C", "H", "C", "H", "C", "H", "C", "H", "C", "H", "H", "H", "F", "C", "C", "C", "C", "O", "C", "C", "N", "C", "C", "C", "C", "C", "C", "N", "C", "C", "N", "C", "C", "C", "O", "O", "H", "H", "H", "H", "H", "H", "H", "H", "H", "H", "H", "H", "H", "H", "H", "H", "H", "H"],
  "coordinates": [[0.024, -0.548, -1.732], [-0.503, 0.709, -2.150], [0.286, 1.734, -1.564], [-1.358, 0.864, -2.809], [1.304, 1.116, -0.784], [1.150, -0.296, -0.897], [1.793, -1.043, -0.436], [-0.366, -1.529, -2.002], [0.148, 2.808, -1.691], [2.076, 1.632, -0.218], [-0.170, 1.849, 2.392], [-4.736, 1.813, 2.022], [-4.522, 2.884, 2.082], [-5.301, 1.459, 2.891], [-5.430, 1.629, 1.154], [-4.002, 0.611, 0.251], [-4.572, -0.944, -0.542], [-3.893, -1.391, -1.694], [-3.230, -0.719, -2.244], [-4.043, -2.719, -2.115], [-3.488, -3.071, -2.987], [-4.887, -3.587, -1.416], [-4.982, -4.628, -1.733], [-5.596, -3.125, -0.300], [-6.266, -3.796, 0.237], [-5.441, -1.808, 0.147], [-5.968, -1.444, 1.029], [-3.692, 1.929, -1.008], [-4.357, 1.943, -2.247], [-5.123, 1.192, -2.467], [-4.040, 2.918, -3.204], [-4.544, 2.910, -4.171], [-3.077, 3.892, -2.921], [-2.800, 4.628, -3.678], [-2.460, 3.920, -1.668], [-1.739, 4.704, -1.424], [-2.749, 2.933, -0.724], [-2.228, 2.926, 0.241], [-2.683, 0.131, 0.743], [-3.756, 1.192, 2.006], [6.756, 0.011, -0.069], [6.079, -0.397, 1.064], [4.734, -0.128, 1.119], [3.969, -0.731, 2.136], [2.583, -0.353, 2.357], [2.174, 0.800, 2.059], [1.759, -1.339, 3.020], [2.412, -2.219, 3.855], [3.777, -2.232, 4.030], [4.326, -2.929, 5.120], [3.497, -3.076, 6.359], [3.754, -4.263, 5.490], [4.580, -1.607, 3.061], [5.961, -1.841, 2.992], [6.757, -1.165, 2.044], [8.153, -1.241, 2.101], [8.752, -2.537, 2.355], [10.082, -2.397, 3.076], [10.894, -1.438, 2.297], [10.309, -0.101, 2.092], [8.985, -0.306, 1.374], [0.241, -1.392, 2.970], [-0.291, -2.194, 3.757], [-0.333, -0.608, 2.120], [4.248, 0.521, 0.395], [1.865, -2.916, 4.485], [5.395, -2.811, 5.269], [4.038, -3.041, 7.304], [2.493, -2.654, 6.356], [2.928, -4.643, 4.884], [4.460, -5.000, 5.874], [6.428, -2.527, 3.698], [8.907, -3.082, 1.400], [8.073, -3.141, 2.964], [9.977, -1.986, 4.082], [10.615, -3.350, 3.123], [11.812, -1.338, 2.734], [11.002, -1.838, 1.365], [10.995, 0.496, 1.488], [10.191, 0.360, 3.073], [9.177, -0.686, 0.352], [8.475, 0.661, 1.303]]
}

***

Entry 2:
{
  "formula": "C27H55F13N5O13P4S",
  "method": "ωB97M-V/def2-TZVPD",
  "orbital_gap_ev": 6.82,
  "homo_ev": -11.47,
  "total_charge": 1,
  "elements": ["C", "P", "O", "C", "C", "C", "C", "N", "C", "C", "C", "C", "C", "C", "N", "N", "N", "N", "C", "C", "C", "C", "F", "F", "C", "F", "F", "C", "F", "F", "C", "F", "F", "S", "F", "F", "F", "F", "F", "H", "H", "H", "H", "H", "H", "H", "H", "H", "H", "H", "H", "H", "H", "H", "H", "H", "H", "H", "H", "H", "H", "H", "H", "H", "H", "H", "H", "C", "O", "P", "O", "O", "C", "O", "C", "H", "H", "H", "H", "H", "H", "H", "H", "H", "C", "O", "P", "O", "O", "C", "O", "C", "H", "H", "H", "H", "H", "H", "H", "H", "H", "C", "O", "P", "O", "O", "C", "O", "C", "H", "H", "H", "H", "H", "H", "H", "H", "H"],
  "coordinates": [[-3.322, 3.042, -2.592], [-4.324, 4.090, -1.290], [-5.844, 4.390, -2.131], [-4.572, 3.116, 0.329], [-5.951, 2.943, 1.178], [-7.303, 3.710, 0.653], [-8.150, 2.726, -0.381], [-9.029, 3.473, -1.359], [-5.821, 2.018, 2.464], [-7.229, 1.776, 3.340], [-7.517, 0.129, 3.294], [-8.901, -0.184, 2.409], [-8.548, -0.631, 0.845], [-8.681, -2.266, 0.673], [-7.299, -2.944, 0.692], [-4.689, 1.290, 3.035], [-3.595, 1.537, 2.291], [-2.446, 0.876, 2.795], [-3.393, 2.318, 1.079], [-1.876, 2.403, 0.417], [-1.390, 1.020, -0.319], [0.169, 1.205, -0.895], [0.990, 1.489, 0.343], [0.247, 2.421, -1.721], [0.791, -0.161, -1.544], [-0.331, -1.029, -1.991], [1.373, -0.901, -0.357], [2.012, 0.027, -2.604], [2.965, -1.113, -2.273], [2.867, 1.225, -2.253], [1.722, -0.188, -4.174], [3.085, -0.240, -4.835], [1.162, -1.567, -4.447], [0.713, 1.018, -5.117], [1.381, 2.419, -4.423], [1.974, 1.071, -6.328], [0.053, -0.321, -6.029], [-0.649, 0.966, -4.098], [-0.192, 2.049, -6.152], [-3.470, 1.912, -2.247], [-3.778, 3.111, -3.669], [-2.163, 3.329, -2.584], [-6.178, 3.541, -2.547], [-7.029, 4.762, 0.162], [-8.071, 3.985, 1.523], [-7.455, 1.904, -0.895], [-8.888, 2.103, 0.320], [-9.553, 2.838, -2.004], [-8.525, 4.233, -1.867], [-7.127, 2.185, 4.434], [-8.169, 2.266, 2.855], [-6.658, -0.455, 2.713], [-7.599, -0.288, 4.392], [-9.506, -1.066, 2.941], [-9.638, 0.728, 2.377], [-9.389, -0.139, 0.170], [-7.525, -0.212, 0.462], [-9.099, -2.456, -0.423], [-9.441, -2.763, 1.427], [-6.682, -2.226, 0.208], [-7.368, -3.719, -0.034], [-1.904, 1.539, 3.409], [-2.739, 0.058, 3.390], [-1.725, 3.296, -0.323], [-1.105, 2.593, 1.309], [-1.302, 0.184, 0.518], [-2.127, 0.604, -1.129], [2.900, -4.173, -1.088], [3.857, -5.201, -0.940], [4.455, -5.448, 0.535], [3.447, -5.835, 1.569], [5.259, -4.088, 0.854], [6.207, -3.618, -0.082], [5.625, -6.525, 0.290], [6.313, -6.999, 1.430], [2.109, -4.519, -1.756], [2.458, -3.886, -0.130], [3.385, -3.301, -1.535], [5.870, -2.651, -0.467], [6.341, -4.306, -0.920], [7.166, -3.484, 0.425], [6.157, -6.351, 2.298], [7.382, -7.030, 1.204], [5.969, -8.009, 1.664], [-2.688, 8.228, -0.203], [-1.731, 7.200, -0.055], [-1.133, 6.953, 1.420], [-2.142, 6.566, 2.454], [-0.329, 8.313, 1.739], [0.618, 8.783, 0.803], [0.037, 5.875, 1.175], [0.725, 5.402, 2.315], [-3.480, 7.882, -0.871], [-3.131, 8.515, 0.756], [-2.203, 9.100, -0.650], [0.282, 9.750, 0.418], [0.752, 8.094, -0.035], [1.577, 8.916, 1.310], [0.569, 6.050, 3.183], [1.794, 5.371, 2.090], [0.380, 4.392, 2.549], [10.240, -5.152, -1.135], [10.795, -6.445, -1.015], [11.009, -7.022, 0.473], [9.760, -7.164, 1.282], [12.115, -6.038, 1.110], [13.315, -5.808, 0.402], [11.822, -8.391, 0.232], [12.112, -9.176, 1.370], [9.517, -5.151, -1.954], [9.737, -4.836, -0.216], [11.040, -4.444, -1.368], [13.365, -4.751, 0.128], [13.386, -6.413, -0.506], [14.160, -6.047, 1.053], [12.004, -8.605, 2.297], [13.143, -9.530, 1.296], [11.441, -10.038, 1.393]]
}

***

Entry 3:
{
  "formula": "C6H4Cl2N2",
  "method": "ωB97M-V/def2-TZVPD",
  "de_lowest_ev": 1.6455,
  "orbital_gap_ev": [8.14, 8.14],
  "homo_ev": [-8.90, -8.90],
  "elements": ["N", "C", "C", "C", "C", "C", "N", "C", "Cl", "Cl", "H", "H", "H", "H"],
  "coordinates": [[-0.468, -3.733, 0.203], [-0.190, -2.611, 0.356], [0.077, -1.227, 0.466], [1.050, -0.664, -0.320], [1.458, 0.670, -0.312], [0.618, 1.634, 0.185], [-0.653, 1.515, 0.647], [-1.604, 1.095, -0.004], [-1.597, 0.875, -1.787], [-3.066, 0.839, 0.842], [-0.254, -0.649, 1.467], [1.509, -1.249, -1.084], [2.315, 0.853, -0.794], [0.806, 2.653, 0.136]]
}

***

| no. | total energy (Ha) |
| --- | --- |
| 1 | -2307.87188 |
| 2 | -5374.91637 |
| 3 | -1260.83364 |